(1)
Computed, not measured: one molecule with the formula C7H14, with ωB97M-V/def2-TZVPD.

CARTESIAN COORDINATES (ANGSTROEM)
C 2.003 -0.789 0.682
C 1.038 -0.604 -0.495
C 0.009 0.494 -0.316
C 0.715 1.801 -0.045
C -1.120 0.531 -1.306
C -1.413 0.268 0.148
C -1.971 -1.069 0.587
H 2.491 -1.767 0.643
H 2.794 -0.032 0.647
H 1.512 -0.697 1.657
H 1.634 -0.264 -1.357
H 0.561 -1.550 -0.773
H 1.274 1.793 0.896
H 0.028 2.652 -0.027
H 1.450 1.922 -0.855
H -1.397 1.490 -1.735
H -1.198 -0.310 -1.993
H -1.862 1.110 0.676
H -1.684 -1.311 1.616
H -1.633 -1.884 -0.061
H -3.067 -1.059 0.544

Values from the calculation:
largest force on an atom	0.42	eV Å⁻¹
electronic energy	-275.08480	Eh
SMILES string	CC[C@@]1(C)C[C@H]1C
energy relative to the best compared isomer or geometry (same formula, charge and spin)	82.55	kJ/mol
total charge	0
Kohn-Sham gap	10.77	eV


(2)
Computed, not measured: a 2-piece molecular cluster, C7H14 overall in a non-equilibrium geometry, with ωB97M-V/def2-TZVPD.

CARTESIAN COORDINATES (ANGSTROEM)
C -0.114 0.202 -0.016
C -1.229 -0.348 0.723
C -2.086 -1.402 -0.165
C -2.333 0.693 1.291
C -0.914 -1.066 2.069
H 0.447 -0.488 -0.723
H -0.732 1.098 -0.721
H 0.756 0.854 0.498
H -2.962 -1.628 0.220
H -1.950 -1.118 -1.423
H -1.488 -2.455 -0.035
H -2.787 0.258 2.331
H -3.076 1.097 0.488
H -1.751 1.622 1.751
H -0.427 -0.437 2.702
H -1.734 -1.313 2.654
H -0.151 -1.746 2.007
C 5.206 1.333 -3.037
C 5.996 1.947 -3.717
H 4.361 0.527 -2.752
H 6.967 2.369 -4.146

Values from the calculation:
largest force on an atom	9.23	eV Å⁻¹
electronic energy	-274.88159	Eh
SMILES string	CC(C)(C)C.C#C
energy relative to the best compared isomer or geometry (same formula, charge and spin)	616.10	kJ/mol
total charge	0
Kohn-Sham gap	11.12	eV


(3)
Computed, not measured: one molecule with the formula C7H14, with ωB97M-V/def2-TZVPD.

CARTESIAN COORDINATES (ANGSTROEM)
C 0.485 -1.319 -0.976
C 1.474 -0.677 0.020
C 0.846 -0.327 1.381
C 0.036 0.969 1.486
C -0.808 1.403 0.268
C -1.480 0.325 -0.599
C -0.552 -0.379 -1.597
H -0.044 -2.146 -0.479
H 1.054 -1.779 -1.796
H 2.286 -1.398 0.182
H 1.936 0.202 -0.457
H 0.219 -1.183 1.667
H 1.564 -0.241 2.210
H -0.528 0.845 2.421
H 0.711 1.806 1.704
H -1.577 2.105 0.616
H -0.162 1.995 -0.398
H -1.973 -0.426 0.035
H -2.279 0.808 -1.178
H -0.039 0.377 -2.210
H -1.169 -0.960 -2.300

Values from the calculation:
largest force on an atom	0.61	eV Å⁻¹
electronic energy	-275.11317	Eh
SMILES string	C1CCCCCC1
energy relative to the best compared isomer or geometry (same formula, charge and spin)	8.07	kJ/mol
total charge	0
Kohn-Sham gap	11.81	eV


(4)
Computed, not measured: one molecule with the formula C7H14 in a non-equilibrium geometry, with ωB97M-V/def2-TZVPD.

CARTESIAN COORDINATES (ANGSTROEM)
C -1.077 0.942 -1.097
C -1.002 -0.174 -0.073
C -2.411 -0.662 0.203
C 0.072 -1.138 -0.113
C 1.515 -0.410 0.663
C 2.724 -0.187 -0.014
C 1.053 1.008 0.903
H -1.475 0.562 -2.045
H -1.760 1.725 -0.736
H -0.119 1.419 -1.302
H -0.173 0.767 0.961
H -3.108 0.091 0.595
H -2.788 -0.913 -0.802
H -2.496 -1.577 0.797
H -0.171 -2.044 0.454
H 0.447 -1.403 -1.104
H 1.666 -0.946 1.606
H 3.684 -0.602 0.286
H 2.725 0.382 -0.942
H 1.151 1.649 0.023
H 1.542 1.512 1.740

Values from the calculation:
largest force on an atom	1.94	eV Å⁻¹
electronic energy	-274.92715	Eh
energy relative to the best compared isomer or geometry (same formula, charge and spin)	496.48	kJ/mol
total charge	0
Kohn-Sham gap (spin up / spin down)	7.61 / 7.65	eV


(5)
Computed, not measured: one molecule with the formula C7H14 in a non-equilibrium geometry, with ωB97M-V/def2-TZVPD.

CARTESIAN COORDINATES (ANGSTROEM)
C 0.870 0.249 1.738
C 0.355 0.412 0.303
C 1.498 0.208 -0.694
C -0.364 1.756 0.049
C -0.778 -0.593 0.120
C -0.679 -1.959 -0.420
C -1.492 -0.695 -1.172
H 0.083 0.475 2.470
H 1.185 -0.792 1.897
H 1.723 0.903 1.944
H 2.286 0.954 -0.530
H 1.941 -0.787 -0.586
H 1.153 0.324 -1.730
H -1.411 1.471 -0.117
H -0.309 2.475 0.866
H -0.093 2.298 -0.863
H -1.506 -0.559 0.937
H 0.171 -2.261 -1.031
H -1.052 -2.815 0.181
H -2.585 -0.664 -1.252
H -0.996 -0.399 -2.110

Values from the calculation:
largest force on an atom	2.30	eV Å⁻¹
electronic energy	-275.05831	Eh
SMILES string	CC(C)(C)C1CC1
energy relative to the best compared isomer or geometry (same formula, charge and spin)	152.11	kJ/mol
total charge	0
Kohn-Sham gap	10.51	eV


(6)
Computed, not measured: a 2-piece molecular cluster, C7H14 overall in a non-equilibrium geometry, with ωB97M-V/def2-TZVPD.

CARTESIAN COORDINATES (ANGSTROEM)
C -0.110 1.410 0.292
C 0.565 0.074 -0.005
C 0.037 -0.835 -1.028
C 0.459 -0.773 1.273
C 2.087 0.232 -0.362
H 0.209 1.896 -0.627
H -1.101 1.411 0.435
H 0.479 2.047 0.915
H 0.540 -1.871 -0.700
H -0.945 -1.025 -1.128
H 0.431 -0.627 -2.183
H 1.062 -1.725 1.092
H -0.609 -1.146 1.470
H 0.619 -0.466 2.431
H 2.682 1.055 0.186
H 2.652 -0.666 -0.121
H 1.950 0.658 -1.475
C -2.524 0.645 -0.093
C -2.951 -0.457 -0.034
H -2.315 1.705 -0.371
H -3.218 -1.542 0.032

Values from the calculation:
largest force on an atom	6.45	eV Å⁻¹
electronic energy	-274.89207	Eh
SMILES string	CC(C)(C)C.C#C
energy relative to the best compared isomer or geometry (same formula, charge and spin)	588.57	kJ/mol
total charge	0
Kohn-Sham gap	11.10	eV


(7)
Computed, not measured: an isolated ion of composition C7H14 and charge +1 in a non-equilibrium geometry, with ωB97M-V/def2-TZVPD.

CARTESIAN COORDINATES (ANGSTROEM)
C -2.561 -0.987 0.678
C -1.091 -1.462 0.839
C -0.206 -0.328 1.214
C -0.074 0.862 0.204
C 1.517 1.974 -1.356
C 1.077 0.821 -0.786
C 1.720 -0.439 -1.009
H -3.280 -1.844 0.398
H -2.930 -0.573 1.665
H -2.662 -0.149 -0.125
H -1.087 -2.419 1.588
H -0.635 -1.759 -0.139
H -0.554 0.151 2.234
H 0.729 -0.740 1.570
H -0.240 1.817 0.729
H -0.999 0.656 -0.358
H 2.426 1.895 -1.977
H 1.118 2.924 -1.137
H 2.332 -0.594 -0.130
H 2.367 -0.647 -1.859
H 1.127 -1.369 -1.162

Values from the calculation:
largest force on an atom	4.21	eV Å⁻¹
electronic energy	-274.71822	Eh
energy relative to the best compared isomer or geometry (same formula, charge and spin)	143.23	kJ/mol
total charge	+1
Kohn-Sham gap (spin up / spin down)	10.47 / 6.34	eV
multiplicity	2


(8)
Computed, not measured: a 2-piece molecular cluster, C7H14BIO8P overall in a non-equilibrium geometry, with ωB97M-V/def2-TZVPD.

CARTESIAN COORDINATES (ANGSTROEM)
C -0.547 -1.582 2.865
C -0.538 -1.462 1.322
O -0.223 -2.676 0.694
B 1.180 -2.647 0.258
P 2.301 -4.198 0.550
O 2.451 -5.067 -0.683
O 3.837 -3.625 0.901
O 1.734 -5.216 1.764
O 1.739 -1.515 1.068
C 0.700 -0.607 0.870
I 0.981 1.369 1.697
H 0.351 -1.102 3.267
H -0.554 -2.623 3.194
H -1.410 -1.090 3.328
H -1.501 -1.073 0.983
H 1.356 -2.393 -0.908
H 3.794 -2.937 1.565
H 2.117 -4.965 2.599
H 0.664 -0.486 -0.222
C -1.677 4.804 -2.785
C -1.641 3.775 -1.678
C -0.365 2.980 -1.609
O -0.806 1.748 -1.039
C -2.109 1.593 -1.374
O -2.730 0.597 -1.229
O -2.611 2.743 -1.902
H -0.886 5.544 -2.655
H -1.561 4.328 -3.760
H -2.638 5.319 -2.795
H -1.867 4.246 -0.716
H 0.391 3.445 -0.978
H 0.067 2.773 -2.593

Values from the calculation:
largest force on an atom	3.28	eV Å⁻¹
electronic energy	-1541.16974	Eh
energy relative to the best compared isomer or geometry (same formula, charge and spin)	79.75	kJ/mol
total charge	-1
Kohn-Sham gap	7.09	eV


(9)
Computed, not measured: a 2-piece molecular cluster, C7H14Br2O2Si overall in a non-equilibrium geometry, with ωB97M-V/def2-TZVPD.

CARTESIAN COORDINATES (ANGSTROEM)
C -0.044 1.550 0.272
C 1.653 2.078 2.616
C -2.507 -0.738 -2.297
C -0.876 -1.685 0.172
C 0.864 -0.430 -2.203
C 1.197 0.670 2.166
C -1.276 2.036 -0.102
O 0.995 1.777 -0.373
O -0.063 0.853 1.502
Si -0.817 -0.867 -1.502
Br -1.468 2.897 -1.782
Br -2.818 1.650 0.888
H 0.766 2.514 3.155
H 2.438 1.885 3.309
H 1.911 2.438 1.718
H -2.622 -1.584 -3.115
H -3.323 -0.751 -1.587
H -2.695 0.306 -2.797
H 0.020 -1.616 0.754
H -1.838 -1.319 0.820
H -0.926 -2.775 0.268
H 1.490 0.009 -1.412
H 1.388 -1.371 -2.573
H 0.669 0.465 -2.840
H 0.914 0.040 2.920
H 2.019 0.064 1.505

Values from the calculation:
largest force on an atom	5.02	eV Å⁻¹
electronic energy	-5862.99429	Eh
total charge	0
Kohn-Sham gap (spin up / spin down)	6.22 / 6.22	eV


(10)
Computed, not measured: C7H14BrCaClGaLiN2O5 as an isolated structure in a non-equilibrium geometry, with ωB97M-V/def2-TZVPD.

CARTESIAN COORDINATES (ANGSTROEM)
O 5.325 -2.461 -0.127
C 5.015 -1.549 0.688
N 4.446 -0.922 1.674
Ga 3.446 0.594 0.933
C 1.460 0.200 0.556
C 0.912 -1.166 1.143
O 1.403 -1.847 2.093
O -0.288 -1.674 0.523
H 4.139 1.241 -0.366
H 3.478 1.748 2.082
H 1.228 0.212 -0.592
H 0.834 1.042 1.050
H -0.721 -0.864 0.143
N -3.591 0.601 -0.723
C -3.643 -0.416 -1.624
C -4.871 -1.035 -1.492
C -5.579 -0.358 -0.479
C -4.768 0.651 -0.022
H -2.807 1.223 -0.593
H -2.810 -0.618 -2.282
H -5.214 -1.878 -2.067
H -6.570 -0.579 -0.124
H -4.926 1.397 0.740
O 6.631 2.708 0.733
H 6.459 3.430 0.085
H 6.948 3.064 1.594
H 7.251 2.035 0.369
Ca -5.319 -3.211 -0.643
Br 1.095 0.326 -2.490
Cl -6.550 -0.870 1.953
Li 0.954 -3.338 3.859
O -1.280 1.341 -3.556
H -2.044 1.038 -3.068

Values from the calculation:
largest force on an atom	6.90	eV Å⁻¹
electronic energy	-6404.51390	Eh
total charge	0
Kohn-Sham gap	1.70	eV